{"formula": "C41H65B2ClN13O2", "method": "ωB97M-V/def2-TZVPD", "species": ["C", "C", "C", "B", "C", "C", "C", "C", "C", "C", "C", "C", "C", "C", "Cl", "B", "O", "O", "C", "C", "H", "H", "H", "H", "H", "H", "H", "H", "H", "H", "H", "H", "H", "H", "H", "H", "H", "H", "H", "H", "H", "H", "H", "H", "H", "H", "C", "C", "N", "H", "H", "H", "C", "C", "N", "H", "H", "H", "C", "C", "N", "H", "H", "H", "C", "C", "N", "H", "H", "H", "C", "C", "N", "H", "H", "H", "C", "C", "N", "H", "H", "H", "C", "C", "N", "H", "H", "H", "C", "C", "N", "H", "H", "H", "C", "C", "N", "H", "H", "H", "C", "C", "N", "H", "H", "H", "C", "C", "N", "H", "H", "H", "C", "C", "N", "H", "H", "H", "C", "C", "N", "H", "H", "H"], "xyz": [[0.613, -0.979, 0.814], [-0.145, -0.465, -0.523], [-1.431, 0.472, -0.416], [-1.680, 1.474, 0.831], [-2.008, 0.751, 2.289], [-3.077, -0.478, 2.239], [-2.845, -1.991, 1.657], [-4.008, -3.194, 1.643], [-5.513, -2.853, 2.203], [-5.791, -1.324, 2.766], [-4.619, -0.161, 2.807], [-0.755, 2.803, 0.964], [0.804, 2.704, 1.357], [1.179, 2.009, 2.792], [1.959, 2.198, -0.053], [-3.183, 2.155, 0.424], [-3.402, 3.645, 0.408], [-4.357, 1.374, -0.010], [-5.592, 2.174, 0.270], [-6.975, 1.242, 0.169], [1.580, -0.349, 1.122], [-0.045, -1.152, 1.764], [1.059, -2.057, 0.549], [0.630, 0.037, -1.281], [-0.481, -1.458, -1.102], [-2.387, -0.242, -0.492], [-1.492, 1.132, -1.411], [-2.506, 1.612, 2.950], [-1.074, 0.395, 2.884], [-1.810, -2.295, 1.209], [-3.703, -4.261, 1.225], [-6.312, -3.712, 2.143], [-6.902, -1.114, 3.144], [-4.918, 0.905, 3.217], [-1.248, 3.477, 1.820], [-0.842, 3.424, -0.051], [1.139, 3.845, 1.518], [2.302, 2.240, 3.118], [1.052, 0.854, 2.853], [0.493, 2.521, 3.613], [-3.323, 3.981, 1.360], [-5.734, 3.005, -0.569], [-5.603, 2.617, 1.364], [-6.785, 0.116, 0.424], [-7.470, 1.440, -0.873], [-7.719, 1.700, 0.981], [-6.636, -5.945, 4.625], [-6.875, -6.248, 3.155], [-7.073, -6.499, 1.935], [-7.582, -5.699, 5.114], [-6.197, -6.817, 5.118], [-5.952, -5.098, 4.725], [5.159, 0.667, -0.790], [5.509, -0.464, 0.164], [5.799, -1.402, 0.954], [4.940, 0.264, -1.782], [4.280, 1.205, -0.423], [5.998, 1.364, -0.865], [-3.030, -8.463, 3.981], [-3.286, -8.095, 5.433], [-3.498, -7.790, 6.638], [-3.049, -9.550, 3.863], [-3.801, -8.022, 3.343], [-2.052, -8.088, 3.668], [-5.280, 6.384, -0.982], [-5.966, 6.115, 0.347], [-6.535, 5.892, 1.450], [-4.889, 7.405, -1.001], [-4.452, 5.684, -1.123], [-5.993, 6.261, -1.802], [-10.199, 7.068, -1.125], [-8.824, 7.418, -1.670], [-7.683, 7.708, -2.122], [-10.201, 7.156, -0.036], [-10.948, 7.750, -1.539], [-10.460, 6.043, -1.401], [7.236, -2.872, -1.576], [6.996, -3.175, -3.046], [6.798, -3.426, -4.266], [6.289, -2.626, -1.087], [7.675, -3.744, -1.083], [7.919, -2.025, -1.476], [0.187, -0.616, -4.970], [0.374, -1.619, -3.844], [0.529, -2.451, -2.909], [0.384, 0.396, -4.605], [0.878, -0.840, -5.787], [-0.838, -0.665, -5.347], [9.336, 0.394, 2.284], [9.096, 0.092, 0.814], [8.898, -0.159, -0.406], [8.389, 0.641, 2.773], [9.775, -0.477, 2.777], [10.019, 1.242, 2.384], [6.830, -6.326, -6.230], [7.754, -7.453, -6.660], [8.521, -8.389, -7.017], [6.300, -5.926, -7.099], [6.098, -6.699, -5.508], [7.410, -5.524, -5.767], [-7.313, -4.587, -1.709], [-7.126, -5.591, -0.583], [-6.971, -6.423, 0.352], [-7.116, -3.576, -1.344], [-6.622, -4.812, -2.527], [-8.338, -4.637, -2.086], [12.083, 0.369, -2.408], [12.567, 0.929, -1.081], [12.969, 1.395, 0.021], [12.495, -0.633, -2.562], [10.991, 0.309, -2.411], [12.407, 1.017, -3.227], [0.149, 6.661, -0.266], [-1.276, 7.075, -0.594], [-2.458, 7.419, -0.866], [0.503, 5.930, -0.999], [0.806, 7.535, -0.289], [0.187, 6.213, 0.731], [10.664, 3.808, -0.536], [9.198, 3.990, -0.178], [7.982, 4.141, 0.119], [11.295, 4.170, 0.281], [10.877, 2.750, -0.708], [10.899, 4.371, -1.443]], "lowdin_charge": [-0.151, -0.297, -0.169, -0.724, -0.125, -0.092, -0.012, -0.073, -0.113, -0.100, -0.015, -0.179, -0.621, -0.144, 0.513, -0.420, -0.034, -0.044, -0.227, -0.106, 0.047, 0.055, 0.079, 0.071, 0.067, 0.111, 0.120, 0.117, 0.077, 0.069, 0.073, 0.045, 0.074, 0.093, 0.122, 0.122, 0.084, 0.084, 0.052, 0.098, 0.110, 0.123, 0.117, 0.062, 0.062, 0.077, -0.069, -0.071, 0.010, 0.075, 0.057, 0.072, -0.069, -0.206, 0.088, 0.081, -0.007, 0.065, -0.075, -0.216, 0.079, 0.075, 0.070, 0.079, -0.136, -0.220, 0.062, 0.040, 0.048, 0.028, -0.076, -0.173, 0.105, 0.078, 0.071, 0.076, -0.093, -0.190, 0.074, 0.037, 0.079, 0.023, -0.079, -0.197, 0.103, 0.075, 0.069, 0.074, -0.061, -0.176, 0.105, 0.082, 0.079, 0.073, -0.094, -0.219, 0.065, 0.075, 0.076, 0.041, -0.098, -0.127, -0.067, 0.062, 0.064, 0.066, -0.073, -0.216, 0.093, 0.079, 0.060, 0.077, -0.074, -0.167, 0.112, 0.078, 0.071, 0.068, -0.088, -0.212, 0.083, 0.077, 0.019, 0.077], "e_tot_ev": -80887.12134, "total_charge": -1, "orbital_gap_ev": 6.06}

{"formula": "C16H15ClIrS", "method": "ωB97M-V/def2-TZVPD", "species": ["C", "C", "C", "H", "C", "C", "H", "H", "H", "H", "Ir", "Cl", "C", "C", "C", "H", "C", "C", "H", "H", "H", "H", "S", "C", "C", "C", "C", "C", "C", "H", "H", "H", "H", "H"], "xyz": [[-2.979, -0.916, -1.200], [-1.787, -1.101, -2.073], [-1.426, 0.188, -2.542], [-1.246, -2.035, -2.352], [-2.115, 1.176, -1.749], [-3.221, 0.500, -1.086], [-4.032, 1.030, -0.568], [-3.485, -1.686, -0.637], [-0.684, 0.428, -3.321], [-1.902, 2.236, -1.681], [-1.376, 0.094, -0.163], [-0.137, -1.619, 0.607], [2.975, 0.083, -1.237], [2.492, 1.281, -1.842], [2.209, 0.999, -3.214], [2.334, 2.219, -1.330], [2.430, -0.399, -3.418], [2.947, -0.959, -2.213], [3.322, -1.966, -2.083], [3.209, -0.037, -0.180], [1.794, 1.699, -3.926], [2.252, -0.932, -4.355], [-0.147, 1.655, 0.850], [-0.197, 0.896, 2.406], [1.054, 0.577, 2.991], [1.112, -0.397, 3.984], [-0.070, -0.997, 4.449], [-1.325, -0.639, 3.916], [-1.397, 0.354, 2.952], [1.921, 1.154, 2.646], [2.096, -0.633, 4.408], [-0.022, -1.795, 5.202], [-2.247, -1.153, 4.212], [-2.351, 0.694, 2.547]], "mulliken_spin": [0.172, 0.129, 0.424, 0.009, -0.085, 0.084, 0.003, 0.004, 0.015, -0.003, 2.092, 0.394, 0.366, 0.086, 0.226, 0.001, 0.351, -0.083, 0.004, 0.039, -0.003, 0.012, 0.621, -0.020, 0.053, -0.013, 0.073, -0.015, 0.068, 0.003, 0.000, 0.005, -0.004, -0.007], "spin_multiplicity": 6, "e_tot_ev": -43024.72954, "total_charge": 0, "relative_energy_kj_mol": 16.0, "orbital_gap_ev": [5.35, 5.39]}

{"formula": "C20H26Cl2MnN4O2STe", "method": "ωB97M-V/def2-TZVPD", "species": ["Mn", "C", "N", "C", "C", "C", "C", "C", "N", "C", "C", "C", "C", "C", "C", "H", "H", "H", "H", "H", "H", "H", "H", "H", "H", "H", "Cl", "C", "Cl", "C", "O", "O", "H", "C", "Te", "C", "H", "H", "H", "H", "H", "H", "S", "C", "N", "C", "C", "C", "N", "H", "H", "H", "H", "H", "H", "H", "H"], "xyz": [[0.213, -0.637, 0.022], [-0.751, 1.463, -2.474], [-1.016, 0.821, -1.181], [-2.246, 0.644, -0.832], [-2.556, 0.019, 0.398], [-3.785, -0.237, 1.010], [-3.495, -0.836, 2.236], [-2.105, -0.921, 2.312], [-1.525, -0.392, 1.222], [-0.869, 0.483, -3.621], [0.025, -0.579, -3.716], [-0.104, -1.529, -4.714], [-1.125, -1.415, -5.649], [-2.009, -0.349, -5.577], [-1.883, 0.593, -4.565], [0.257, 1.877, -2.436], [-1.451, 2.289, -2.624], [-3.069, 0.995, -1.459], [-4.759, -0.026, 0.596], [-4.198, -1.174, 2.980], [-1.508, -1.311, 3.124], [0.840, -0.653, -3.004], [0.592, -2.356, -4.767], [-1.226, -2.155, -6.432], [-2.794, -0.244, -6.315], [-2.584, 1.419, -4.506], [1.410, -4.918, -3.123], [0.314, -4.614, -1.764], [0.202, -6.036, -0.712], [0.820, -3.416, -0.935], [-0.029, -2.474, -0.856], [1.942, -3.486, -0.441], [-0.673, -4.415, -2.163], [2.159, -3.187, 2.671], [2.483, -1.454, 1.460], [2.789, -0.254, 3.244], [1.268, -3.074, 3.285], [3.031, -3.323, 3.307], [2.050, -4.037, 2.004], [3.632, -0.667, 3.794], [1.906, -0.258, 3.882], [3.024, 0.770, 2.951], [2.105, 1.416, -0.244], [1.540, 2.411, 1.013], [2.344, 3.374, 1.489], [1.983, 4.298, 2.555], [0.950, 3.641, 3.458], [-0.198, 3.132, 2.602], [0.331, 2.261, 1.565], [3.216, 3.491, 1.003], [1.584, 5.227, 2.137], [2.883, 4.541, 3.119], [0.585, 4.352, 4.196], [1.411, 2.799, 3.980], [-0.737, 3.972, 2.153], [-0.906, 2.557, 3.197], [-0.285, 1.583, 1.144]], "mulliken_spin": [1.024, 0.001, -0.011, 0.009, 0.003, 0.005, 0.004, 0.010, -0.029, -0.001, 0.002, 0.001, 0.000, 0.000, -0.001, 0.000, 0.001, 0.002, 0.000, 0.000, 0.000, -0.001, 0.000, 0.000, 0.000, 0.000, 0.001, 0.001, 0.000, 0.002, 0.000, 0.003, 0.000, -0.001, -0.023, 0.002, 0.000, -0.002, 0.000, 0.000, -0.001, 0.000, 0.004, -0.001, -0.001, 0.000, 0.000, 0.000, 0.001, 0.000, 0.000, 0.000, 0.000, 0.000, 0.000, 0.000, -0.004], "spin_multiplicity": 2, "e_tot_ev": -105710.85726, "total_charge": 0, "relative_energy_kj_mol": 150.5, "orbital_gap_ev": [7.85, 7.88]}

{"formula": "C4H8N2O3", "method": "ωB97M-V/def2-TZVPD", "species": ["C", "C", "O", "C", "O", "N", "C", "N", "O", "H", "H", "H", "H", "H", "H", "H", "H"], "xyz": [[-2.237, -0.635, 0.751], [-1.787, -0.182, -0.582], [-0.469, 0.416, -0.420], [0.565, -0.536, -0.421], [0.441, -1.732, -0.539], [1.729, 0.138, 0.009], [1.811, 1.595, 0.004], [2.894, -0.508, 0.123], [2.779, -1.688, 0.095], [-2.374, 0.119, 1.455], [-1.522, -1.332, 1.195], [-3.214, -1.053, 0.592], [-1.760, -0.957, -1.316], [-2.369, 0.665, -0.923], [2.849, 1.846, 0.095], [1.207, 1.899, 0.826], [1.458, 1.944, -0.943]], "lowdin_charge": [-0.065, -0.206, -0.040, -0.433, 0.129, -0.091, -0.007, -0.029, 0.014, 0.059, 0.092, 0.083, 0.114, 0.124, 0.085, 0.085, 0.087], "e_tot_ev": -13397.79549, "total_charge": 0, "smiles": "CCOC(=O)N(C)N=O", "relative_energy_kj_mol": 375.6, "orbital_gap_ev": 9.75}

> Which formula does entry 4 have?

C4H8N2O3